1.
# C16H18Br30F9NO4P2

A structure of composition C16H18Br30F9NO4P2 in a non-equilibrium geometry (wB97M-V/def2-TZVPD, the OMol25 dataset).

LUMO energy: -0.35 eV
frontier orbital gap: 9.094 eV

Each line ends with the Mulliken charge.
Cartesian coordinates (Å):
N1 7.998 -0.153 0.254  -0.706
P1 7.088 -0.919 1.258  0.373
O1 6.206 -2.138 0.534  -0.234
P2 5.171 -1.613 -0.574  0.982
O2 4.884 -0.179 -0.478  -0.718
O3 5.836 -2.036 -1.946  -0.575
O4 3.904 -2.572 -0.466  -0.155
C1 2.873 -2.151 0.449  -0.025
C2 1.506 -2.226 -0.241  -1.580
C3 0.949 -0.879 -0.706  1.050
F1 0.513 -1.010 -1.995  -0.343
F2 1.922 0.050 -0.748  -0.212
C4 -0.206 -0.303 0.191  0.443
F3 -0.262 -0.975 1.374  -0.301
F4 0.129 0.970 0.503  -0.281
C5 -1.593 -0.195 -0.506  0.744
F5 -1.465 0.759 -1.455  -0.170
F6 -1.973 -1.360 -1.049  -0.303
C6 -2.780 0.292 0.394  0.416
F7 -3.012 -0.513 1.424  -0.220
F8 -2.660 1.557 0.783  -0.211
F9 -3.869 0.244 -0.405  -0.269
H1 7.730 0.827 0.255  0.276
H2 6.127 -0.142 1.924  0.063
H3 7.832 -1.639 2.198  0.080
H4 5.188 -1.941 -2.660  0.319
H5 2.870 -2.881 1.257  0.031
H6 3.080 -1.182 0.897  0.648
H7 1.634 -2.838 -1.134  0.437
H8 0.825 -2.774 0.405  0.486
C7 -2.624 2.823 -4.845  -0.063
Br1 -3.228 1.651 -6.246  0.113
Br2 -3.329 2.303 -3.117  0.027
Br3 -0.701 2.967 -4.826  0.045
H9 -3.020 3.798 -5.059  -0.052
C8 -5.685 5.557 -3.535  -0.273
Br4 -6.595 7.099 -2.830  -0.039
Br5 -6.735 4.645 -4.865  0.003
Br6 -3.940 6.013 -4.212  -0.011
H10 -5.535 4.867 -2.717  0.303
C9 -1.165 2.852 4.240  -0.392
Br7 -1.839 2.777 6.041  -0.003
Br8 0.540 3.744 4.142  -0.047
Br9 -1.089 1.097 3.454  0.110
H11 -1.864 3.434 3.657  0.423
C10 3.892 -6.693 1.088  -0.363
Br10 3.062 -5.769 2.564  0.026
Br11 2.852 -6.531 -0.526  -0.035
Br12 5.711 -6.126 0.826  -0.001
H12 3.915 -7.742 1.344  0.343
C11 0.876 2.828 -7.924  -0.308
Br13 2.280 2.665 -6.617  0.046
Br14 1.445 3.804 -9.484  -0.040
Br15 0.160 1.097 -8.371  0.039
H13 0.076 3.393 -7.467  0.210
C12 -4.417 -2.105 -7.510  -0.406
Br16 -2.554 -1.782 -7.863  0.020
Br17 -4.732 -2.406 -5.635  0.017
Br18 -5.508 -0.674 -8.198  -0.023
H14 -4.704 -3.005 -8.033  0.357
C13 -3.931 -0.299 8.123  -0.131
Br19 -2.694 -1.461 9.033  -0.017
Br20 -3.730 1.531 8.696  -0.001
Br21 -3.809 -0.487 6.210  0.008
H15 -4.928 -0.605 8.408  0.116
C14 4.866 1.345 -3.587  -0.058
Br22 4.693 3.228 -3.961  -0.070
Br23 3.221 0.395 -3.929  -0.001
Br24 6.347 0.580 -4.550  -0.013
H16 5.074 1.239 -2.532  0.121
C15 -8.018 1.116 9.758  -0.299
Br25 -6.831 -0.051 10.726  -0.031
Br26 -7.833 2.944 10.328  0.004
Br27 -7.769 0.934 7.856  -0.009
H17 -9.028 0.807 9.983  0.335
C16 2.403 -1.985 4.338  0.266
Br28 4.223 -1.924 3.698  0.045
Br29 2.051 -3.553 5.410  -0.033
Br30 1.954 -0.387 5.301  -0.029
H18 1.751 -2.026 3.476  -0.276



2.
# C3H10O3S2

A cluster of 3 separate species, C3H10O3S2 in total in a non-equilibrium geometry (wB97M-V/def2-TZVPD, the OMol25 dataset).

ΔE to the lowest compared entry with this formula, charge and spin: 17.9 kcal per mole
LUMO energy: 0.12 eV
frontier orbital gap: 8.976 eV

Each line ends with the natural charge from an NBO analysis.
Cartesian coordinates (Å):
C1 -0.293 -1.743 -0.798  -0.532
C2 -1.495 -1.836 -1.742  0.444
O1 -1.717 -0.910 -2.484  -0.516
C3 -0.740 -1.978 0.623  -0.523
S1 0.619 -1.630 1.856  0.103
S2 0.942 0.356 1.702  -0.184
H1 0.472 -2.440 -1.177  0.233
H2 0.146 -0.759 -0.946  0.234
H3 -2.108 -2.763 -1.714  0.115
H4 -1.704 -1.503 0.840  0.223
H5 -1.003 -3.004 0.892  0.226
H6 1.481 0.677 0.487  0.165
H7 2.468 2.641 -0.923  0.487
H8 1.705 1.839 -2.084  0.487
O2 2.129 1.783 -1.222  -0.961
H9 -1.607 4.440 -0.626  0.470
H10 -1.223 4.961 -2.010  0.467
O3 -1.575 5.249 -1.150  -0.936



Look up the LUMO energy of the first one.
-0.35 eV



Repeat the second record exactly.
# C3H10O3S2

A cluster of 3 separate species, C3H10O3S2 in total in a non-equilibrium geometry (wB97M-V/def2-TZVPD, the OMol25 dataset).

ΔE to the lowest compared entry with this formula, charge and spin: 17.9 kcal per mole
LUMO energy: 0.12 eV
frontier orbital gap: 8.976 eV

Each line ends with the natural charge from an NBO analysis.
Cartesian coordinates (Å):
C1 -0.293 -1.743 -0.798  -0.532
C2 -1.495 -1.836 -1.742  0.444
O1 -1.717 -0.910 -2.484  -0.516
C3 -0.740 -1.978 0.623  -0.523
S1 0.619 -1.630 1.856  0.103
S2 0.942 0.356 1.702  -0.184
H1 0.472 -2.440 -1.177  0.233
H2 0.146 -0.759 -0.946  0.234
H3 -2.108 -2.763 -1.714  0.115
H4 -1.704 -1.503 0.840  0.223
H5 -1.003 -3.004 0.892  0.226
H6 1.481 0.677 0.487  0.165
H7 2.468 2.641 -0.923  0.487
H8 1.705 1.839 -2.084  0.487
O2 2.129 1.783 -1.222  -0.961
H9 -1.607 4.440 -0.626  0.470
H10 -1.223 4.961 -2.010  0.467
O3 -1.575 5.249 -1.150  -0.936



Which formula does entry 2 have?
C3H10O3S2



What did the second record say?
# C3H10O3S2

A cluster of 3 separate species, C3H10O3S2 in total in a non-equilibrium geometry (wB97M-V/def2-TZVPD, the OMol25 dataset).

ΔE to the lowest compared entry with this formula, charge and spin: 17.9 kcal per mole
LUMO energy: 0.12 eV
frontier orbital gap: 8.976 eV

Each line ends with the natural charge from an NBO analysis.
Cartesian coordinates (Å):
C1 -0.293 -1.743 -0.798  -0.532
C2 -1.495 -1.836 -1.742  0.444
O1 -1.717 -0.910 -2.484  -0.516
C3 -0.740 -1.978 0.623  -0.523
S1 0.619 -1.630 1.856  0.103
S2 0.942 0.356 1.702  -0.184
H1 0.472 -2.440 -1.177  0.233
H2 0.146 -0.759 -0.946  0.234
H3 -2.108 -2.763 -1.714  0.115
H4 -1.704 -1.503 0.840  0.223
H5 -1.003 -3.004 0.892  0.226
H6 1.481 0.677 0.487  0.165
H7 2.468 2.641 -0.923  0.487
H8 1.705 1.839 -2.084  0.487
O2 2.129 1.783 -1.222  -0.961
H9 -1.607 4.440 -0.626  0.470
H10 -1.223 4.961 -2.010  0.467
O3 -1.575 5.249 -1.150  -0.936